Record 1
33
Properties=species:S:1:pos:R:3 method="wB97M-V/def2-TZVPD" total_energy_ev=-32014.5724 multiplicity=1 orbital_gap_ev=6.63 de_lowest_kj_mol=370.9
Cl -2.96957 0.00744 -1.97561
Si 0.39420 -0.09240 -0.06454
N 0.46773 -1.74050 -0.66112
N 1.01877 1.09930 -1.05234
C 0.08796 -0.10425 2.83441
C 0.05802 1.59159 -2.04435
C -2.03083 -0.07077 1.37748
C -0.54470 0.43519 1.52375
C 0.36842 -1.96394 -2.12988
C -0.47708 1.99321 1.57928
C 0.17607 -3.06157 -0.04298
C 2.33304 1.57508 -0.98832
H 2.70471 1.34979 0.06763
H -2.35189 0.11427 0.40237
H 0.63721 -1.00319 -2.51518
H -1.17570 2.39148 2.38073
H -0.61604 -2.27908 -2.34884
H 2.31087 2.75125 -1.06166
H -0.64275 2.42411 0.65310
H 0.90460 -3.72546 -0.46553
H 1.01998 -2.77277 -2.52628
H -0.50315 0.30431 3.65731
H 1.13323 0.13644 3.15387
H -2.64522 0.41786 2.08924
H 0.17655 -1.19244 2.92721
H 0.34907 1.49667 -3.05980
H -2.13148 -1.07502 1.54701
H 0.21110 -3.09484 0.99622
H 0.46937 2.32168 2.01725
H -0.91779 -3.48341 -0.41360
H 3.06361 1.23341 -1.86140
H -0.85314 1.18858 -1.92608
H -0.02517 2.82798 -2.06934

=====

Record 2
9
Properties=species:S:1:pos:R:3 method="wB97M-V/def2-TZVPD" total_energy_ev=-27884.1074 multiplicity=1 orbital_gap_ev="6.99 / 6.49" charge=-1 de_lowest_kj_mol=556.9
S 3.31979 0.02052 0.35201
S -1.83989 0.24291 0.60367
O -2.21047 1.18391 -0.43798
O -2.43342 -1.11097 0.20600
C 1.91258 0.70547 0.20883
C -0.31713 -0.61334 0.10984
H 1.92566 1.51634 -0.43631
H -0.25217 -1.67069 0.34773
H -0.10494 -0.27414 -0.95380

=====

Record 3
110
Properties=species:S:1:pos:R:3 method="wB97M-V/def2-TZVPD" total_energy_ev=-119445.5264 multiplicity=1 orbital_gap_ev=5.55 charge=-1 de_lowest_kj_mol=5.3
Tl 1.37980 1.07313 -0.17980
Te 4.46828 0.62934 -1.03425
S 4.12715 1.69086 2.10288
P 0.85531 -0.61484 -2.69309
P -1.88260 1.55726 1.73295
P 0.94914 -1.58806 1.46835
Si -1.28381 -0.55821 -0.43575
C -1.03965 3.64480 -0.01972
C 2.86332 -2.26812 -3.56268
C -0.97913 3.23073 -4.48533
C 3.40374 -4.12098 -0.59112
C -2.88456 2.28347 3.09105
C -3.39699 -2.71127 2.55285
C -2.87796 0.50048 -0.62354
C 2.27847 -0.78419 5.21828
C -2.36811 -3.15411 3.37742
C 0.87049 2.03408 -3.51718
C -1.74721 2.07674 -4.43209
C -4.93341 1.21396 -1.71584
C 1.82636 -1.79728 3.06780
C -3.69783 1.38465 3.78787
C -3.63950 4.03856 4.56792
C 1.68469 -0.73895 3.96800
C 4.81727 3.42994 0.39457
C 2.59858 -2.89133 3.43991
C 1.21148 -5.09553 -0.70029
C 4.70262 4.11857 1.63595
C 3.04602 -1.88435 5.58174
C 0.22732 3.30696 1.99149
C 1.54676 -3.03726 0.51784
C -0.48744 -2.80893 -3.88807
C 0.33356 3.20416 -4.03127
C -4.48314 1.80975 4.84590
C -4.45269 3.14197 5.24294
C -3.79081 0.42127 -1.67528
C 4.33372 3.30137 2.66119
C -0.76449 -2.07689 1.93251
C 1.12405 4.28827 1.60581
C -0.13731 4.62777 -0.40913
C -1.44089 -1.86439 -1.85171
C -2.46023 -3.79064 -2.93361
C 2.56018 -5.13916 -1.02128
C 4.54412 2.09032 0.47777
C 4.23403 -2.01909 -5.51951
C -1.05442 -2.83315 3.06684
C 2.45644 -0.45460 -5.07698
C 0.10971 0.86208 -3.47667
C -0.86780 2.97704 1.18788
C 3.90307 -2.71209 -4.36136
C 2.89588 -3.07005 0.15525
C 3.20769 -2.93217 4.68843
C -0.45912 -1.87145 -2.85846
C 0.70761 -4.05568 0.07140
C -2.86242 3.61347 3.49577
C 0.94153 4.95188 0.39840
C -3.10216 -1.95713 1.42498
C 3.50994 -0.89062 -5.87153
C -1.20453 0.89846 -3.93652
C -4.28703 2.21982 0.36201
C -5.19127 2.11041 -0.68895
C -1.48622 -3.77112 -3.92477
C -3.13754 1.43699 0.39004
C -2.43183 -2.84611 -1.91725
C 2.12049 -1.13886 -3.91253
C -1.78690 -1.62462 1.08803
H 2.72499 -3.72226 2.75655
H -2.24139 4.32647 2.96759
H 1.89645 2.02567 -3.15698
H 1.65311 5.70334 0.07977
H 0.54245 -5.87248 -1.04962
H 1.89672 0.42295 -5.37272
H 3.76627 -0.33833 -6.76746
H -1.81316 0.00212 -3.90036
H 4.88935 5.17799 1.75681
H -0.34525 -4.03939 0.32299
H -0.27278 5.12738 -1.36036
H -6.08420 2.72384 -0.70382
H 0.94096 4.10038 -4.06051
H 0.27677 -2.79795 -4.65649
H -3.19760 -2.88150 -1.14457
H 4.45203 -4.12383 -0.86344
H 4.17534 3.55543 3.69756
H -3.70922 0.34051 3.48912
H 2.15107 0.04291 5.90558
H 4.46837 -3.58946 -4.07034
H -1.40402 4.14938 -4.87177
H -3.24194 -4.54161 -2.95247
H 5.05959 -2.35190 -6.13638
H -2.77613 2.09008 -4.77092
H 1.98520 4.50669 2.22459
H -4.42774 -2.94822 2.79137
H -4.48390 2.92381 1.16164
H 1.09709 0.12625 3.67923
H -0.25710 -3.17482 3.71630
H -5.11220 1.09994 5.36907
H -3.61029 5.07806 4.87171
H -2.58545 -3.74529 4.25883
H -5.62451 1.12385 -2.54637
H 3.80879 -3.79075 4.96206
H -5.05646 3.47671 6.07741
H 2.62564 -2.79397 -2.64436
H -1.49968 -4.50509 -4.72166
H -3.91849 -1.59451 0.80806
H 3.55725 -2.26543 0.45951
H 3.52041 -1.92020 6.55451
H 0.39774 2.75561 2.91074
H -3.61321 -0.28315 -2.48141
H 2.94947 -5.95150 -1.62319
H -1.86135 3.37760 -0.67342
H 5.08119 3.90732 -0.53885

=====

Record 4
9
Properties=species:S:1:pos:R:3 method="wB97M-V/def2-TZVPD" total_energy_ev=-8739.4099 multiplicity=1 orbital_gap_ev=10.54 smiles="O=C=NO.C#C" de_lowest_kj_mol=552.0
O -0.36463 0.74548 3.45555
O 0.28162 -1.50971 0.68200
N -0.27907 -0.53604 1.50178
C -0.35615 0.75696 -1.24478
C 0.74227 0.93976 -0.83198
C -0.17156 0.10112 2.50573
H -1.40942 0.59486 -1.42237
H 0.19233 -1.12179 -0.31454
H 1.63577 0.90284 -0.27990